18
Properties=species:S:1:pos:R:3:nbo_charge:R:1 method="wB97M-V/def2-TZVPD" relative_energy_ev=1.382 total_charge=+1 fmax_ev_per_a=4.28 lumo_energy_ev=-2.68 orbital_gap_ev=13.547 total_energy_ha=-310.094223
H -2.1208 1.9150 0.3526 0.24
H 1.3328 0.8646 1.4135 0.25
H 1.4432 0.0625 -1.6229 0.22
H -0.3519 -1.5943 -1.3413 0.25
H -0.2311 -1.4254 1.6632 0.25
C 0.2366 -1.1766 0.6409 -0.46
H 1.0454 -1.8696 0.4911 0.26
H 2.7992 0.1274 -0.4388 0.24
H -1.7683 0.7958 1.7220 0.26
C -1.2150 0.2223 -0.5086 0.10
C -0.7260 -1.1902 -0.4626 -0.45
C -1.5371 1.0592 0.6808 -0.10
H -1.4718 0.4665 -1.4790 0.24
C 1.8559 0.4901 -0.6512 -0.64
C 0.8981 0.2709 0.5689 0.12
H 1.8034 1.5901 -0.7854 0.24
O -0.2678 1.1622 0.0457 -0.30
H -1.7249 -1.7706 -0.2890 0.27